The following is a quantum chemistry calculation of 8 unconnected molecules or ions with the total composition C29H79N5O8 in a non-equilibrium geometry, from the Open Molecules 2025 dataset.

Geometry (Å):
C 10.166 -3.252 8.476
O 11.446 -3.485 7.778
C 11.608 -4.853 7.534
C 12.914 -5.171 6.701
C 13.105 -6.696 6.279
N 14.051 -4.873 7.614
H 10.127 -2.218 8.819
H 10.072 -3.800 9.413
H 9.397 -3.523 7.752
H 11.619 -5.279 8.537
H 10.713 -5.305 7.108
H 12.866 -4.505 5.839
H 12.422 -6.959 5.471
H 12.781 -7.290 7.134
H 14.144 -6.923 6.043
H 14.911 -4.731 7.103
H 13.978 -3.966 8.052
C 3.077 -6.356 -2.915
O 3.999 -6.453 -4.030
C 5.402 -6.567 -3.591
C 5.719 -8.051 -3.325
C 7.227 -8.208 -2.823
N 5.406 -8.829 -4.521
H 2.996 -7.287 -2.354
H 2.067 -6.035 -3.170
H 3.424 -5.712 -2.107
H 6.084 -6.196 -4.357
H 5.568 -6.127 -2.608
H 5.086 -8.471 -2.544
H 7.530 -9.249 -2.710
H 7.247 -7.784 -1.818
H 7.926 -7.727 -3.507
H 4.407 -8.685 -4.555
H 5.829 -8.359 -5.309
C 9.636 -4.977 -10.748
O 9.795 -5.977 -9.744
C 9.739 -7.367 -10.234
C 9.456 -8.350 -9.059
C 10.419 -8.323 -7.848
N 9.206 -9.681 -9.600
H 10.009 -5.151 -11.757
H 9.968 -4.018 -10.349
H 8.577 -4.780 -10.912
H 8.949 -7.533 -10.966
H 10.693 -7.551 -10.729
H 8.502 -8.059 -8.620
H 11.341 -8.825 -8.142
H 10.165 -8.941 -6.987
H 10.609 -7.291 -7.551
H 8.385 -9.612 -10.185
H 8.833 -10.299 -8.894
C 9.919 -11.437 6.202
O 9.417 -11.107 4.909
C 7.927 -11.262 4.863
C 7.401 -11.193 3.388
C 7.240 -9.803 2.910
N 6.200 -11.950 3.194
H 9.958 -12.499 6.445
H 9.454 -10.771 6.929
H 10.960 -11.113 6.173
H 7.706 -12.257 5.249
H 7.319 -10.668 5.546
H 8.211 -11.706 2.870
H 6.643 -9.175 3.571
H 6.687 -9.792 1.971
H 8.171 -9.251 2.781
H 5.890 -11.795 2.246
H 6.435 -12.924 3.318
C 10.958 -1.312 -2.175
O 11.674 -2.039 -3.245
C 11.741 -1.438 -4.469
C 11.990 -2.449 -5.704
C 12.317 -1.770 -7.094
N 10.793 -3.244 -5.986
H 9.888 -1.305 -2.379
H 11.247 -0.267 -2.065
H 11.019 -1.874 -1.243
H 10.772 -1.034 -4.762
H 12.583 -0.749 -4.541
H 12.792 -3.097 -5.350
H 11.513 -1.099 -7.397
H 12.608 -2.537 -7.812
H 13.225 -1.236 -6.814
H 11.049 -3.904 -6.706
H 10.554 -3.772 -5.159
C 17.035 -12.790 -7.068
C 16.508 -12.058 -5.820
C 15.570 -12.892 -4.860
O 17.596 -11.634 -5.021
H 16.184 -13.159 -7.639
H 17.812 -13.499 -6.781
H 17.666 -12.125 -7.658
H 16.090 -11.125 -6.197
H 16.120 -13.655 -4.309
H 14.731 -13.395 -5.339
H 15.226 -12.317 -4.001
H 17.363 -10.710 -4.907
C 12.696 -6.504 0.199
C 12.624 -6.547 -1.330
C 12.630 -8.004 -1.926
O 11.377 -5.909 -1.768
H 11.873 -6.987 0.725
H 12.760 -5.478 0.563
H 13.647 -6.988 0.418
H 13.466 -5.985 -1.736
H 12.460 -7.984 -3.003
H 11.860 -8.636 -1.484
H 13.551 -8.568 -1.779
H 11.596 -4.980 -1.671
C 15.158 -11.852 2.861
C 14.057 -11.874 1.701
C 14.600 -12.612 0.508
O 12.933 -12.703 2.141
H 15.510 -12.830 3.188
H 14.683 -11.377 3.719
H 15.964 -11.254 2.435
H 13.667 -10.931 1.317
H 15.366 -11.918 0.163
H 13.702 -12.616 -0.111
H 14.931 -13.593 0.848
H 12.196 -12.196 2.489

Its HOMO energy is -9.13 eV. The structure (SMILES) is COC[C@H](C)N.COC[C@H](C)N.COC[C@H](C)N.COC[C@H](C)N.COC[C@H](C)N.CC(C)O.CC(C)O.CC(C)O. The HOMO-LUMO gap comes out at 9.411 eV. As for the energy relative to the best compared isomer or geometry (same formula, charge and spin): 4.012 eV. Its spin multiplicity is 1. The total energy is -55177.698 eV.

Here are the Mulliken charges for atoms 1 to 4, given in e: number 1, C, carries -0.714; number 2, O, carries -0.352; number 3, C, carries -0.870; number 4, C, carries 0.601